Formula: C2H3NOS
Source: the OMol25 dataset
Level of theory: the ωB97M-V functional and the def2-TZVPD basis

## Properties
Charge ... 0
Frontier orbital gap ... 9.25 eV
SMILES string ... O=C/C=N/S
E_HOMO ... -9.62 eV

Cartesian coordinates (Å):
C  -0.56  -0.32  0.16
C  -1.93  0.38  -0.04
H  2.65  0.97  -0.39
H  -0.54  -1.43  0.26
H  -2.04  1.46  0.03
N  0.49  0.50  0.19
O  -2.90  -0.30  -0.12
S  2.17  -0.16  -0.06


Formula: C38H43N3O7Sn
Source: the OMol25 dataset
Level of theory: the ωB97M-V functional and the def2-TZVPD basis

## Properties
Charge ... 0
Frontier orbital gap ... 7.36 eV
E_HOMO ... -8.23 eV

Cartesian coordinates (Å):
Sn  -1.67  1.13  1.35
O  2.24  -2.09  5.32
C  1.92  -1.27  4.51
C  2.83  -0.06  4.16
O  3.00  0.82  4.96
C  1.09  0.54  2.24
C  0.51  -0.90  2.30
O  -0.74  -0.85  1.83
C  0.55  -1.27  3.80
O  -0.45  -1.38  4.46
O  0.37  1.51  2.41
C  -0.28  2.90  -2.21
C  -1.57  2.65  -2.99
C  -1.26  2.29  -4.45
C  -2.56  1.66  -2.41
C  -3.91  1.94  -2.57
C  -4.90  1.06  -2.15
C  -4.53  -0.13  -1.54
C  -3.19  -0.45  -1.35
C  -2.81  -1.79  -0.73
C  -3.57  -2.09  0.56
C  -3.04  -2.93  -1.73
C  -2.21  0.45  -1.79
N  -0.84  0.13  -1.63
C  -0.38  -0.68  -2.48
C  1.02  -1.10  -2.68
C  1.26  -1.74  -3.91
C  2.51  -2.16  -4.30
C  3.58  -1.95  -3.43
C  3.38  -1.33  -2.22
C  2.10  -0.91  -1.81
N  2.10  -0.19  -0.61
C  2.11  -0.53  0.59
C  1.55  -1.73  1.37
C  2.78  -2.33  2.03
C  3.74  -1.57  2.52
C  3.45  -0.11  2.75
C  2.47  0.54  1.67
C  3.04  1.91  1.22
C  2.22  2.66  0.17
C  3.24  2.86  2.41
C  0.80  -2.81  0.58
C  1.71  -3.70  -0.28
C  0.00  -3.71  1.54
H  0.13  3.87  -2.50
H  0.48  2.14  -2.41
H  -0.45  2.93  -1.13
H  -2.10  3.61  -3.00
H  -0.68  1.36  -4.50
H  -0.66  3.07  -4.92
H  -2.17  2.15  -5.03
H  -4.20  2.87  -3.06
H  -5.94  1.30  -2.29
H  -5.30  -0.82  -1.22
H  -1.75  -1.77  -0.49
H  -4.63  -2.30  0.36
H  -3.53  -1.27  1.27
H  -3.14  -2.96  1.06
H  -4.08  -2.95  -2.06
H  -2.81  -3.89  -1.28
H  -2.42  -2.81  -2.62
H  -1.06  -1.13  -3.22
H  0.41  -1.90  -4.56
H  2.66  -2.64  -5.26
H  4.58  -2.26  -3.71
H  4.21  -1.15  -1.55
H  2.89  -3.41  1.99
H  4.66  -1.98  2.92
H  4.35  0.49  2.78
H  4.02  1.68  0.79
H  1.24  2.94  0.55
H  2.09  2.10  -0.75
H  2.74  3.59  -0.07
H  2.27  3.20  2.79
H  3.79  3.74  2.06
H  3.79  2.43  3.24
H  0.09  -2.29  -0.06
H  2.06  -4.57  0.29
H  2.59  -3.19  -0.66
H  1.15  -4.09  -1.14
H  0.65  -4.14  2.30
H  -0.44  -4.54  0.98
H  -0.80  -3.16  2.03
N  -3.16  2.54  3.01
C  -2.53  3.86  3.13
C  -1.59  4.21  1.94
O  -1.28  5.37  1.77
O  -1.17  3.20  1.23
H  -3.93  2.58  2.35
H  -3.56  2.24  3.90
H  -1.89  3.86  4.02
H  -3.24  4.67  3.24


Formula: C29H59Cl6N3O3
Source: the OMol25 dataset
Level of theory: the ωB97M-V functional and the def2-TZVPD basis

## Properties
Charge ... 0
Frontier orbital gap ... 8.34 eV
SMILES string ... CC1(C)CCCC(C)(C)N1O.CC1(C)CCCC(C)(C)N1O.CC1(C)CCCC(C)(C)N1O.ClC(Cl)Cl.ClC(Cl)Cl
E_HOMO ... -8.12 eV

Cartesian coordinates (Å):
C  4.58  3.89  -3.27
Cl  3.77  2.68  -2.19
Cl  5.56  4.93  -2.22
Cl  3.35  4.98  -4.08
H  5.13  3.36  -4.05
C  1.03  2.43  0.39
Cl  -0.09  3.20  1.48
Cl  0.12  1.51  -0.69
Cl  2.10  1.37  1.35
H  1.61  3.15  -0.18
C  0.71  -2.31  3.16
C  -0.64  -1.71  3.02
C  -0.61  -0.93  1.59
C  -2.01  -0.69  1.03
C  -2.83  -1.93  0.97
C  -2.99  -2.69  2.33
N  -1.66  -2.81  3.03
O  -1.74  -3.55  4.24
C  -4.05  -2.03  3.25
C  -3.44  -4.11  1.99
C  -0.96  -0.63  4.02
H  1.08  -2.99  2.39
H  1.01  -2.73  4.12
H  1.36  -1.44  3.03
H  -0.21  0.08  1.69
H  -0.01  -1.54  0.93
H  -1.86  -0.30  0.02
H  -2.47  0.12  1.60
H  -2.56  -2.57  0.13
H  -3.86  -1.62  0.79
H  -4.19  -2.47  4.24
H  -3.78  -1.00  3.44
H  -5.04  -1.92  2.79
H  -2.68  -4.65  1.42
H  -3.71  -4.82  2.78
H  -4.36  -4.08  1.40
H  -1.81  -0.08  3.63
H  -0.15  0.09  4.01
H  -1.17  -1.10  4.99
H  -2.28  -2.94  4.76
C  7.70  -1.15  -1.43
C  6.95  -1.97  -0.37
C  6.86  -1.11  0.90
C  5.79  -1.56  1.92
C  4.41  -1.61  1.23
C  4.41  -2.59  0.01
N  5.58  -2.29  -0.88
O  5.62  -2.96  -2.13
C  4.29  -4.07  0.43
C  3.17  -2.20  -0.85
C  7.80  -3.23  -0.16
H  8.04  -1.81  -2.22
H  8.67  -0.89  -1.01
H  7.22  -0.25  -1.82
H  7.84  -1.18  1.37
H  6.62  -0.08  0.65
H  5.73  -0.80  2.71
H  6.08  -2.49  2.41
H  4.18  -0.59  0.93
H  3.70  -1.98  1.97
H  5.16  -4.28  1.05
H  3.39  -4.20  1.03
H  4.36  -4.90  -0.28
H  3.44  -1.30  -1.40
H  2.97  -2.98  -1.58
H  2.23  -2.01  -0.34
H  7.37  -3.82  0.65
H  8.85  -3.05  0.09
H  7.73  -3.84  -1.06
H  5.40  -2.23  -2.71
C  -3.79  5.19  -2.40
C  -3.66  3.69  -2.68
C  -3.01  3.00  -1.47
C  -3.89  2.72  -0.27
C  -5.15  1.92  -0.69
C  -5.92  2.59  -1.82
N  -4.99  2.97  -2.98
O  -5.63  3.55  -4.09
C  -6.89  1.57  -2.35
C  -6.67  3.82  -1.33
C  -2.76  3.51  -3.88
H  -4.27  5.44  -1.45
H  -4.40  5.75  -3.10
H  -2.89  5.80  -2.50
H  -2.50  2.09  -1.77
H  -2.14  3.51  -1.07
H  -4.15  3.66  0.22
H  -3.39  2.09  0.46
H  -5.84  1.86  0.15
H  -4.89  0.89  -0.96
H  -6.33  0.66  -2.56
H  -7.68  1.30  -1.66
H  -7.42  1.92  -3.24
H  -7.43  3.57  -0.59
H  -6.06  4.56  -0.83
H  -7.10  4.27  -2.23
H  -1.85  4.10  -3.76
H  -3.14  3.87  -4.84
H  -2.41  2.49  -4.03
H  -5.52  2.83  -4.72


Formula: C4H2EuLiO2
Source: the OMol25 dataset
Level of theory: the ωB97M-V functional and the def2-TZVPD basis

## Properties
Charge ... 0
Frontier orbital gap (alpha / beta) ... 4.21 / 5.49 eV
E_HOMO (alpha / beta) ... -4.62 / -6.22 eV
Multiplicity ... 9

Cartesian coordinates (Å):
H  -3.17  1.23  -0.28
O  -2.39  -0.53  0.37
C  -2.27  0.63  -0.03
C  -0.97  1.19  -0.22
C  0.26  1.36  -0.27
Li  -0.43  -1.08  0.55
O  2.56  -0.62  0.15
C  1.61  -1.42  -0.10
Eu  2.76  1.62  0.32
H  2.03  -2.39  -0.49


These records have total energy values of -606.11795; -2379.03817; -4291.29249; -1021.64205 Ha, in the order they appear.